[1]
Entry from OMol25: a single C2H5F3N2OP2 molecule at a distorted geometry (ωB97M-V/def2-TZVPD).

Geometry (Å):
H -1.638 0.253 -1.853
F 3.394 -0.315 1.141
H -2.088 -1.434 -1.456
N 1.589 1.245 -0.059
C -1.870 -0.444 -1.046
C 0.310 1.115 0.423
P 2.538 -0.001 -0.189
P -0.410 -0.640 0.106
H -0.373 1.846 -0.028
F 3.800 0.541 -0.977
N 0.559 -1.696 -0.428
H -1.963 -0.609 1.708
H 0.239 1.160 1.522
O -1.116 -1.020 1.507
F -2.971 0.000 -0.371

Forces on the atoms, in the same order (eV/Å):
0.1 -0.1 0.1
-0.9 -0.3 -1.0
0.1 0.1 0.0
1.1 -0.3 -0.3
0.9 -0.6 -0.2
-0.4 0.0 0.2
-0.4 0.9 1.2
-1.8 0.9 0.5
-0.1 -0.2 0.1
-0.7 -0.9 -0.1
2.9 0.0 -0.7
-0.1 0.1 -0.1
-0.1 0.0 -0.2
0.1 0.0 0.1
-0.7 0.4 0.5

The calculation puts the LUMO energy (spin up / spin down) at -2.43 / -2.43 eV. The calculation puts the frontier orbital gap (spin up / spin down) at 7.413 / 7.413 eV. As for the HOMO energy (spin up / spin down): -9.84 / -9.84 eV. The molecular weight is 192.02 g/mol.

[2]
Entry from OMol25: a single C5H5N5O molecule at a distorted geometry (ωB97M-V/def2-TZVPD).

Geometry (Å):
H -0.728 -1.973 -3.400
N 0.357 1.932 -0.191
N 0.119 1.334 2.094
H 0.644 2.632 -0.821
C -0.009 -1.252 -1.555
N -0.251 -1.506 -0.323
H -0.215 -3.099 -2.148
O -0.679 -0.751 2.549
C 0.285 0.615 -0.560
N -0.054 -2.201 -2.587
H 0.668 0.433 -2.626
H 0.201 3.264 1.427
C -0.210 -0.001 1.746
N 0.266 0.053 -1.778
C 0.252 2.207 1.148
C -0.018 -0.324 0.333

Forces on the atoms, in the same order (eV/Å):
1.4 -0.6 2.1
-0.1 -0.2 0.4
-0.5 0.7 -0.8
0.2 0.9 -0.6
-0.9 -1.6 -1.1
0.1 -1.0 0.7
-0.2 0.0 -0.4
-0.1 -0.6 0.8
0.1 1.9 0.9
-0.9 1.0 -1.3
-0.2 -0.2 0.2
0.5 -0.2 -0.3
0.2 0.2 -0.6
0.8 0.9 -2.0
-0.1 -0.4 0.8
-0.3 -0.8 1.3

The calculation puts the LUMO energy at 0.13 eV. The calculation puts the frontier orbital gap at 8.416 eV. As for the HOMO energy: -8.29 eV. The molecular weight is 151.13 g/mol. As for the SMILES: Nc1nc2c(=O)nc[nH]c2[nH]1.

[3]
Entry from OMol25: a molecular structure, C33H25BrFeN4O4P at a distorted geometry (ωB97M-V/def2-TZVPD).

Geometry (Å):
H -3.808 2.129 3.206
H -0.552 0.059 4.287
C -0.060 3.851 -2.434
C 3.194 -0.032 3.462
H -1.460 1.956 2.447
H 5.069 -0.019 -1.187
H 0.075 4.919 -4.292
O 0.679 -4.240 -0.301
H 0.190 2.882 -5.679
H -2.711 2.564 -1.592
C 0.100 1.550 -4.025
P -0.143 2.299 -0.020
N 4.044 0.068 0.690
H 3.525 -0.068 5.572
H -5.598 2.553 1.559
H -4.327 -1.632 1.961
C -2.745 -0.316 -1.231
H 0.174 0.651 -4.618
H -5.053 2.726 -0.836
H -5.772 -1.363 -0.094
H 4.809 0.225 1.323
C -1.929 2.276 0.389
Fe 0.030 -0.400 -0.128
C 2.729 -0.009 1.044
C 1.679 5.680 1.410
H 0.869 7.616 1.861
C 2.858 -0.183 -1.116
C -4.074 -0.632 -1.228
O -0.042 0.119 1.805
C 1.413 4.407 0.944
C 0.003 1.423 -2.603
C 0.662 6.618 1.498
C 0.115 2.789 -4.603
C 0.033 0.231 -1.944
H 1.110 0.028 6.108
C -4.574 2.454 1.228
Br -5.078 -0.295 -2.810
H 2.683 5.949 1.709
N -1.953 -0.491 -0.140
C -3.900 -1.279 1.034
N -0.104 -3.412 0.168
H -1.900 4.743 0.356
C 0.504 0.046 4.062
C 2.277 0.017 2.404
C -2.254 2.141 1.738
C 0.127 4.043 0.555
C -0.624 6.265 1.119
C -0.110 2.623 -1.812
C 4.132 -0.043 -0.670
H 2.205 3.674 0.867
C -2.568 -0.981 0.970
H 4.254 -0.104 3.252
C -0.892 4.991 0.657
N 1.994 -0.156 -0.061
H -2.278 0.100 -2.110
C -2.947 2.475 -0.539
C 1.432 0.023 5.074
O 0.082 -0.992 -2.046
C -3.566 2.231 2.156
H 2.514 -0.308 -2.122
C 0.044 3.948 -3.818
C -4.724 -1.115 -0.094
C 0.878 0.054 2.695
O 0.195 -2.259 0.559
C -4.262 2.562 -0.115
H -1.924 -1.126 1.821
H -0.110 4.759 -1.848
C 2.791 -0.024 4.779
H -1.421 6.995 1.184

Forces on the atoms, in the same order (eV/Å):
0.0 0.0 0.0
-0.1 0.0 0.0
-0.1 -0.1 0.2
-0.2 0.0 -0.2
0.0 0.0 0.1
0.1 0.0 -0.1
0.0 0.1 0.0
0.9 2.1 0.7
0.0 0.0 -0.1
0.1 0.1 -0.1
0.0 -0.1 -0.1
-0.1 1.4 -0.4
-0.2 0.1 0.3
0.0 0.0 0.0
-0.1 0.0 0.0
0.0 -0.1 0.1
1.2 -0.3 1.0
0.0 -0.1 -0.1
0.0 0.0 -0.1
-0.1 0.0 0.0
-0.1 0.0 -0.1
-0.2 0.3 -0.1
0.4 0.7 -0.2
0.2 -0.2 -1.0
0.1 0.3 0.1
0.0 0.0 0.0
0.5 0.1 -0.1
-1.2 -0.3 0.1
-0.1 -0.2 0.7
-0.1 -0.2 -0.2
-0.1 0.6 -0.5
0.1 0.0 0.0
0.0 0.0 0.0
-0.1 0.5 1.3
-0.1 0.0 0.0
0.0 0.0 0.1
0.1 0.0 0.1
0.1 0.0 0.0
-3.3 -0.9 -0.1
-1.5 -0.1 -0.7
-3.2 -2.4 -0.5
-0.1 -0.1 0.0
0.2 0.1 0.2
-0.4 0.0 0.8
0.1 0.1 -0.1
0.0 -0.2 0.3
0.0 0.3 0.1
0.1 -0.1 0.0
0.0 0.0 -0.4
0.1 0.0 0.1
1.2 0.4 -0.8
0.1 0.0 0.0
0.1 -0.1 -0.1
1.7 0.2 0.9
0.0 0.0 0.0
0.2 0.1 0.2
-0.2 0.0 -0.1
0.1 -1.4 -1.7
-0.1 0.1 0.1
-0.1 0.0 -0.1
0.0 0.2 -0.3
1.6 0.1 0.2
0.1 0.0 0.1
2.3 -0.7 0.2
-0.2 0.1 -0.1
0.2 0.0 0.0
0.0 0.0 0.0
0.4 0.0 0.1
-0.1 0.0 0.0

The calculation puts the LUMO energy (spin up / spin down) at 2.40 / 2.36 eV. As for the spin multiplicity: 5. The calculation puts the frontier orbital gap (spin up / spin down) at 5.220 / 6.206 eV. As for the HOMO energy (spin up / spin down): -2.82 / -3.85 eV. As for the net charge: -1. The molecular weight is 708.31 g/mol.

[4]
Entry from OMol25: a molecular structure, C38H37AsN2OPTm at a distorted geometry (ωB97M-V/def2-TZVPD).

Geometry (Å):
H -2.507 1.319 2.071
C 3.734 3.772 -1.038
C -2.574 -0.843 2.274
H -2.813 -2.897 2.834
H -2.319 4.179 -1.073
H 0.733 3.299 0.780
Tm -0.311 0.482 0.745
H 6.045 2.981 1.957
C 3.671 -0.570 -1.320
C -1.180 3.992 0.747
H -2.248 -0.170 6.075
P -2.596 -1.192 0.450
C -5.500 -3.535 -1.124
C -2.645 -1.891 3.190
C 3.839 -2.916 -1.779
H -2.548 -2.469 5.244
H -6.959 -3.041 1.888
C -4.364 -2.770 -0.946
H -2.218 1.719 4.481
C 5.047 -0.432 -1.479
C -2.396 0.464 2.752
C 4.605 4.736 -0.550
C -0.035 -1.864 0.877
H -5.653 -4.059 -2.055
C -2.516 -1.647 4.546
C -2.338 -0.354 5.015
H 6.115 5.206 0.889
H -7.314 -4.243 -0.239
H 3.081 4.016 -1.866
C 5.814 -1.546 -1.776
C 4.560 2.227 0.620
H 0.180 3.174 -4.843
H -0.835 5.032 0.692
H 3.370 -3.879 -1.906
C -2.295 0.702 4.119
C -1.442 -3.852 0.474
H 0.117 -0.574 -1.614
C 5.211 -2.785 -1.924
C 1.038 -2.735 1.097
C 0.885 -4.114 1.006
C -0.340 -4.669 0.684
H 1.743 -4.747 1.180
H 2.018 -2.336 1.344
H 5.814 -3.647 -2.161
C -4.152 -2.112 0.264
H -0.692 3.510 -1.311
H -0.440 -5.741 0.614
C 0.092 0.324 -2.250
C -1.569 3.499 -0.650
C -0.945 1.536 -4.055
H 5.506 0.546 -1.374
H 4.629 5.712 -1.010
As 2.569 0.985 -0.904
H 1.988 -1.916 -1.367
C 1.167 1.218 -2.265
C -6.237 -2.960 1.090
C 5.440 4.452 0.517
C -5.110 -2.180 1.270
C 5.409 3.200 1.115
N -2.063 2.104 -0.564
H -2.408 -4.279 0.240
C 3.728 2.507 -0.464
H 0.057 3.387 2.261
H -2.989 2.135 -0.122
H 6.880 -1.446 -1.901
H -3.623 -2.684 -1.731
C 0.145 2.390 -4.104
O 1.700 0.770 0.504
C -1.275 -2.480 0.575
C 3.063 -1.809 -1.481
C -6.431 -3.642 -0.101
H 4.528 1.234 1.065
H -2.057 3.965 1.401
H -1.770 -0.227 -3.157
H 2.074 2.860 -3.300
H -4.976 -1.635 2.191
C 1.201 2.228 -3.219
H -2.258 1.778 -1.516
C -0.959 0.487 -3.146
H -1.765 1.663 -4.744
N -0.134 3.102 1.297

Forces on the atoms, in the same order (eV/Å):
0.1 -0.1 0.1
-0.2 -0.1 -0.3
0.0 0.4 -0.3
0.1 -0.1 0.0
0.1 -0.1 0.0
-0.2 -0.1 0.4
-1.4 0.7 0.3
0.1 0.0 0.1
-0.3 0.5 0.1
-0.2 -0.1 -0.5
0.0 0.0 0.1
-0.1 -1.1 0.9
0.0 -0.1 -0.1
0.1 0.1 0.1
-0.1 0.0 0.0
-0.1 -0.1 0.1
-0.1 0.0 0.0
0.1 0.1 0.1
0.0 0.0 0.1
-0.1 0.4 0.1
-0.3 -0.2 -0.3
-0.1 0.0 0.0
-0.3 0.2 -0.3
0.0 0.0 -0.1
0.0 -0.1 -0.2
0.1 0.3 -0.2
0.1 0.1 0.0
-0.1 -0.1 0.0
0.0 0.0 0.0
0.0 0.1 0.0
-0.2 -0.4 0.0
0.0 0.1 -0.1
-0.1 -0.2 0.0
-0.1 -0.1 0.0
0.1 0.1 0.2
-0.1 0.2 -0.1
-0.1 0.2 -0.1
0.0 0.1 0.0
-0.1 0.2 0.0
0.2 0.1 0.0
0.0 -0.1 0.1
0.0 -0.2 0.0
0.0 0.0 0.0
0.1 -0.1 0.0
0.0 0.4 -0.3
-0.1 0.0 0.1
0.0 -0.1 0.0
0.2 -0.2 0.3
0.1 0.2 0.3
0.0 -0.1 0.1
0.1 -0.1 0.0
0.0 0.1 0.0
1.6 0.3 -1.4
0.1 -0.1 0.0
0.4 0.0 0.3
-0.1 -0.1 0.0
-0.1 -0.1 0.0
0.1 0.0 0.0
0.0 0.0 0.0
-0.1 0.1 0.0
-0.1 -0.1 0.0
-0.4 -0.5 -0.1
0.1 -0.2 -0.2
0.3 -0.2 0.0
0.1 0.0 0.0
0.0 -0.1 -0.1
0.1 0.0 0.1
0.0 -0.2 0.5
0.2 0.3 -0.3
-0.4 0.0 0.0
0.0 0.0 0.0
0.1 0.2 0.1
0.1 0.0 0.0
-0.1 -0.1 0.0
-0.1 0.1 0.0
0.0 0.0 0.1
0.2 0.0 0.0
0.1 0.0 0.4
0.1 -0.1 0.0
-0.1 0.0 -0.1
0.3 -0.1 0.1

The calculation puts the LUMO energy (spin up / spin down) at -5.28 / -5.26 eV. As for the spin multiplicity: 3. The calculation puts the frontier orbital gap (spin up / spin down) at 7.831 / 7.856 eV. As for the HOMO energy (spin up / spin down): -13.12 / -13.12 eV. As for the net charge: +2. The molecular weight is 812.56 g/mol.

[5]
Entry from OMol25: a molecular structure, C23H37GeN3O5STl (ωB97M-V/def2-TZVPD).

Geometry (Å):
H -6.083 3.210 -1.475
C -0.187 -4.105 -4.476
H 4.895 -0.639 1.386
H 2.351 4.632 0.486
O 0.140 -2.798 -0.643
H -0.796 -0.903 5.254
H 2.802 2.226 -1.425
H 3.266 3.164 0.869
H 1.133 2.099 -2.012
H -0.607 -5.004 -1.234
H 0.463 0.243 4.764
O 0.150 -0.170 2.118
C -2.914 1.044 -0.210
H -2.051 -1.516 1.763
C -0.821 -0.411 3.150
H 1.531 -3.295 1.167
H 2.779 -2.677 -0.958
O 2.269 -0.788 0.940
N 0.056 -3.185 -1.901
C -0.385 -4.447 -2.131
H 3.973 -1.369 -0.911
C -1.736 0.798 3.283
H -0.978 0.690 -2.810
C -0.086 -0.652 4.466
H 1.898 3.689 -1.864
C 1.820 2.701 -1.408
H 4.075 -1.197 2.857
C -0.504 -4.935 -3.400
Ge 1.907 0.624 2.097
H 2.259 -2.860 2.728
H 3.097 -3.977 1.635
H 0.623 -1.474 4.356
C -3.551 2.652 -1.850
N -5.606 3.951 -1.954
H -3.041 0.574 0.753
H -6.140 4.742 -2.275
C 1.309 2.800 0.022
H 0.492 -2.149 -5.031
C 4.387 -1.487 1.851
C -1.767 1.108 -2.199
H -0.838 -5.952 -3.545
C 3.177 -1.908 1.018
C 3.616 -2.260 -0.393
C -4.311 3.861 -2.340
O 1.229 1.462 0.554
C 0.245 -2.825 -4.226
H 1.921 3.667 1.907
O -3.749 4.682 -3.030
Tl 0.176 -0.528 -0.175
N -1.928 0.577 -0.979
C -3.749 2.071 -0.607
H -0.753 2.920 -0.622
H 5.091 -2.315 1.935
S 1.007 -0.783 -2.595
H -0.284 -4.459 -5.493
H -0.486 3.371 1.073
H -2.554 0.593 3.975
H -2.152 1.065 2.315
H -0.027 4.480 -0.234
H -0.929 -2.518 2.702
H -2.394 -1.870 3.469
H 4.417 -3.000 -0.366
C 2.472 -3.084 1.680
C -2.550 2.146 -2.665
C 0.393 -2.359 -2.915
H -4.515 2.423 0.071
H -2.370 2.584 -3.637
C -1.599 -1.658 2.753
C -0.077 3.432 0.062
H -1.175 1.656 3.655
C 2.273 3.617 0.875

Forces on the atoms, in the same order (eV/Å):
0.0 0.0 0.0
0.0 0.0 0.0
0.0 0.0 0.0
0.0 0.0 0.0
-0.2 0.0 0.6
0.0 0.0 0.0
0.0 0.0 0.0
0.0 0.0 0.0
0.0 0.1 0.0
0.0 0.0 0.0
0.0 0.0 0.0
-0.5 -0.3 -0.5
0.0 -0.1 0.0
-0.1 0.0 0.1
-0.1 -0.1 0.2
0.1 0.0 0.0
0.1 0.0 0.0
0.0 -0.2 -0.6
-0.2 -0.1 -0.1
0.0 0.0 0.1
0.0 0.0 0.0
0.1 0.0 0.0
0.0 0.0 0.0
0.1 0.0 -0.1
0.0 0.0 0.0
0.0 -0.1 0.0
0.1 0.0 0.0
0.0 0.0 0.0
0.2 0.2 0.5
0.0 0.0 0.0
0.0 0.0 0.0
0.0 0.0 0.0
0.0 0.1 0.0
0.0 0.0 0.0
0.0 0.0 0.0
0.0 0.0 0.0
0.1 0.2 0.1
0.0 0.0 0.0
-0.1 0.1 -0.1
-0.2 0.1 0.0
0.0 0.0 0.0
0.2 0.0 0.3
-0.2 0.0 -0.1
-0.1 0.0 0.0
-0.3 -0.1 -0.4
0.0 -0.1 -0.1
0.0 0.1 0.0
0.0 0.0 0.0
0.6 0.0 -0.2
0.2 0.0 0.0
-0.1 0.0 0.1
0.0 0.0 0.0
0.0 0.0 0.0
0.1 0.3 0.2
0.0 0.0 0.0
0.0 0.0 0.0
0.0 0.0 0.0
0.0 0.1 0.0
0.0 0.0 0.0
0.0 0.0 0.0
0.0 0.0 0.0
0.0 0.0 0.0
-0.1 0.1 0.0
0.0 0.0 0.0
0.0 0.2 -0.1
0.0 0.0 0.0
0.0 0.0 0.0
0.1 0.1 -0.1
0.0 -0.1 0.1
0.0 0.0 0.0
0.0 -0.2 0.0

The calculation puts the LUMO energy at -3.86 eV. The calculation puts the frontier orbital gap at 7.487 eV. As for the HOMO energy: -11.34 eV. As for the net charge: +1. The molecular weight is 744.63 g/mol.

[6]
Entry from OMol25: 2 unconnected molecules or ions with the total composition C23H32N3O at a distorted geometry (ωB97M-V/def2-TZVPD).

Geometry (Å):
C -1.073 -0.253 1.990
H -1.764 4.032 0.399
C 5.119 -2.977 -2.995
H -4.813 -2.507 4.683
H -2.770 -4.677 1.247
C -0.746 6.226 -0.391
C -0.769 -0.940 0.762
C -3.789 -2.102 4.747
H -3.066 -4.523 5.045
C 4.061 -1.889 -2.904
C -2.096 -2.245 2.942
H -0.744 -2.928 -0.115
H 0.843 3.636 -3.957
C -1.118 3.367 -0.174
H -0.944 5.891 0.632
H -1.031 -4.988 1.315
C 0.813 5.881 -2.195
H 2.729 4.940 -1.967
C -1.773 -0.866 3.002
H 2.320 5.449 -3.625
H -1.999 1.613 0.650
H 2.254 2.925 -3.182
C -3.085 -4.265 3.971
H -0.749 0.779 2.117
O 4.513 -3.991 -3.795
C 1.406 3.594 -3.013
H 1.023 1.015 -2.387
H -1.085 -5.006 3.774
N -2.919 -2.835 3.854
H 4.397 -1.077 -2.233
H 5.304 -3.366 -1.978
H 0.269 -0.914 -1.120
H 3.857 -1.504 -3.913
C -2.029 -5.048 3.216
C -1.230 2.007 -0.015
H 2.241 -1.827 -1.955
H 0.118 6.116 -3.026
C 1.927 4.992 -2.712
N 2.813 -2.492 -2.477
C 0.442 1.674 -1.736
C 0.538 3.037 -1.928
H 1.222 6.831 -1.817
N 0.062 5.272 -1.119
H 5.228 -4.529 -4.175
C -0.340 1.098 -0.694
H -4.091 -4.537 3.597
C -1.016 -2.342 0.766
C -1.851 -4.470 1.818
H -0.184 7.172 -0.343
H -1.708 6.427 -0.900
C -1.599 -2.994 1.836
H 6.015 -2.545 -3.474
C -0.168 3.928 -1.067
C -0.243 -0.288 -0.390
H -3.464 -2.225 5.793
H -2.093 -0.288 3.869
H -3.821 -1.040 4.502
H -2.358 -6.089 3.162
H 3.012 -3.332 -1.915

Forces on the atoms, in the same order (eV/Å):
-0.4 -0.1 -0.4
0.1 -0.3 -0.3
-0.7 0.5 -0.2
0.4 0.1 -0.1
0.2 0.0 0.0
-0.3 0.4 0.3
0.2 0.4 0.3
-0.1 0.2 0.5
0.0 0.1 -0.3
0.0 0.2 -0.3
-0.8 -0.1 0.0
-0.1 0.1 0.2
0.0 -0.1 0.2
-0.3 -0.2 0.3
0.1 0.1 -0.2
-0.1 0.1 -0.1
0.1 0.2 -0.7
-0.1 0.1 -0.1
0.1 0.4 0.0
0.1 -0.1 0.2
0.2 0.2 -0.3
-0.1 0.0 -0.1
-0.4 -0.7 0.0
-0.1 -0.3 0.0
1.1 -0.4 -0.3
0.2 0.1 -0.7
-0.1 0.2 0.2
-0.1 -0.1 -0.2
0.6 0.6 -0.4
0.1 -0.2 -0.3
0.3 0.1 -0.3
-0.1 0.0 0.0
0.5 0.2 0.2
0.1 0.2 0.2
0.5 0.0 0.1
0.3 -0.5 0.0
0.2 0.1 0.3
0.1 0.0 0.3
-0.5 -0.4 0.9
0.2 0.4 0.1
0.1 -0.6 0.1
-0.1 -0.3 -0.2
-0.4 -0.8 0.2
-0.5 0.2 0.2
-0.5 -0.1 0.2
0.3 0.1 0.1
0.2 -0.3 0.5
-0.2 -0.5 -0.3
-0.3 -0.4 0.1
0.3 -0.1 0.2
0.2 0.2 -0.5
-0.1 -0.4 0.4
0.2 0.5 0.0
-0.6 0.6 0.5
0.0 0.1 -0.3
0.4 -0.1 -0.2
-0.1 -0.2 0.0
0.2 0.1 0.0
-0.5 0.7 -0.2

The calculation puts the LUMO energy at -4.32 eV. The calculation puts the frontier orbital gap at 5.848 eV. As for the HOMO energy: -10.17 eV. As for the net charge: +1. The molecular weight is 366.53 g/mol.